# 1
34
Properties=species:S:1:pos:R:3:forces:R:3 method="wB97M-V/def2-TZVPD" total_energy_ha=-618.36791 gap_ev=10.30 e_homo_ev=-13.16 charge=+1 lumo_ev=-2.85
O 0.091038 -0.352605 0.291499 0.0 0.2 0.2
H -0.245641 0.072368 1.144063 -0.1 -0.1 -0.2
H 0.922718 -0.887670 0.489150 -0.4 -0.1 0.2
H -0.658837 -0.950931 -0.060918 0.2 -0.3 0.3
O 1.865803 -2.168361 0.917691 0.3 0.0 -0.2
H 2.753126 -2.183804 0.537279 0.0 0.0 0.0
H 1.940326 -2.643630 1.753087 -0.1 0.1 0.0
O -1.284000 0.456431 2.349052 0.0 0.0 0.1
H -1.809022 -0.221603 2.790326 0.0 0.0 0.0
H -1.156538 1.157568 2.999996 0.0 0.0 -0.1
C 1.332596 2.711728 2.386710 -0.5 -0.1 0.3
C 1.496974 2.764086 0.889055 0.2 0.2 -0.3
C 2.169417 4.054145 0.450018 -0.1 0.2 0.5
O 2.281875 1.620506 0.502250 -0.3 -0.1 0.1
H 1.072280 1.700209 2.711235 0.2 0.0 0.0
H 0.500189 3.354269 2.689204 0.2 0.1 0.0
H 2.221971 3.038066 2.921555 0.1 -0.1 0.0
H 0.505001 2.717041 0.416457 0.1 -0.2 0.0
H 1.641128 4.923888 0.855585 -0.2 -0.1 -0.2
H 2.195244 4.147921 -0.632926 0.2 0.0 0.0
H 3.165537 4.109685 0.892397 0.1 -0.1 -0.3
H 2.243529 1.520143 -0.453917 0.1 0.2 0.0
C -1.266832 -3.523989 -2.446298 0.6 0.8 -0.8
C -1.533693 -2.076417 -2.057625 -0.8 -0.3 -0.3
C -2.805781 -1.529151 -2.705505 -0.1 0.0 0.6
O -1.658366 -1.986031 -0.597968 0.3 0.2 -0.8
H -2.043631 -4.183737 -2.069885 0.1 -0.2 0.2
H -0.246610 -3.801801 -2.179229 -0.3 -0.3 0.5
H -1.265189 -3.589465 -3.539976 -0.3 0.0 0.1
H -0.695238 -1.446253 -2.353685 0.1 0.0 0.3
H -2.649998 -1.279785 -3.751933 0.0 -0.1 -0.1
H -3.136266 -0.633996 -2.173593 0.1 0.1 -0.2
H -3.625509 -2.248023 -2.618292 0.1 -0.1 -0.1
H -2.317601 -2.640802 -0.344848 0.0 0.1 0.3

# 2
83
Properties=species:S:1:pos:R:3:forces:R:3 method="wB97M-V/def2-TZVPD" total_energy_ha=-2965.38088 multiplicity=2 gap_ev="5.26 / 5.17" e_homo_ev="-12.72 / -12.72" charge=+2 lumo_ev="-7.46 / -7.55"
Tc -0.430691 0.323248 0.420071 0.1 0.0 0.2
O -1.208422 2.447193 0.669892 -0.3 -0.3 -0.2
C -2.367337 2.546513 -0.200014 0.1 0.0 -0.2
C -2.002421 2.066973 -1.595603 -0.1 0.0 0.2
N -1.460738 0.667531 -1.588778 0.1 0.3 0.0
C -2.520485 -0.343884 -1.740530 0.1 0.1 0.0
C -2.886778 -0.966118 -0.406614 0.1 -0.1 0.0
O -3.875787 -1.567920 -0.175846 -0.1 0.0 0.1
O -1.895018 -0.801836 0.541447 -0.3 0.1 0.0
C -0.343039 0.552964 -2.553137 -0.2 0.0 0.1
C 0.841829 1.309075 -1.966975 0.1 -0.2 0.1
O 1.617572 1.974133 -2.564376 0.0 0.0 0.0
O 0.920524 1.114112 -0.610701 0.0 0.2 -0.2
H -0.562561 3.131895 0.441457 0.0 0.0 0.1
H -2.722105 3.575581 -0.228104 0.0 0.0 0.0
H -3.134141 1.929755 0.268958 0.0 0.0 0.0
H -1.239661 2.726695 -2.012754 0.0 0.0 0.0
H -2.876437 2.131065 -2.247012 0.0 0.0 0.0
H -2.186365 -1.148809 -2.396998 0.0 0.0 0.0
H -3.429860 0.075351 -2.169525 0.0 0.0 -0.1
H -0.584863 0.949616 -3.539231 0.0 0.0 0.0
H -0.062238 -0.498187 -2.636414 0.0 0.1 -0.1
C 6.331951 -2.648125 5.489725 0.0 0.0 0.0
S 5.367207 -1.571442 4.409921 0.0 -0.1 0.0
C 5.091966 -2.712889 3.027530 0.0 0.1 0.0
C 4.134082 -2.065332 2.031664 0.0 0.0 0.0
C 2.736749 -1.938860 2.624012 0.1 0.1 0.0
N 1.813863 -1.116062 1.810006 0.2 -0.1 0.2
P 0.759910 0.019613 2.479122 0.1 0.2 -0.1
C -0.044557 -0.613893 3.938594 -0.1 -0.1 -0.1
C -1.290084 -1.238236 3.838264 0.0 0.0 0.1
C -1.861861 -1.807406 4.964877 0.0 0.0 0.0
C -1.189738 -1.760121 6.179009 0.0 0.0 0.0
C 0.048637 -1.139346 6.279180 0.0 0.0 0.0
C 0.626477 -0.556991 5.163642 -0.1 0.0 0.0
C 1.683609 1.473754 2.944745 0.0 0.1 0.1
C 2.986252 1.678612 2.498124 0.0 0.0 0.0
C 3.652512 2.845246 2.841428 0.0 0.0 0.0
C 3.013745 3.807096 3.609712 0.0 0.0 0.0
C 1.707704 3.610853 4.047092 0.0 0.0 0.0
C 1.037787 2.444544 3.720186 0.1 0.0 -0.1
P 1.067023 -1.582340 0.377113 -0.3 0.0 -0.3
C 0.562090 -3.295068 0.527049 0.0 0.0 0.0
C 1.518256 -4.281051 0.254009 -0.1 -0.1 0.0
C 1.214605 -5.615029 0.471408 0.0 0.0 0.0
C -0.037727 -5.974450 0.952547 0.0 0.0 0.0
C -0.987253 -5.000516 1.226528 0.0 0.0 0.0
C -0.690032 -3.661759 1.022256 0.0 0.0 0.0
C 2.193142 -1.507365 -1.011614 0.0 0.0 0.0
C 1.848550 -2.198995 -2.178048 0.1 0.0 0.0
C 2.627397 -2.057336 -3.316264 0.0 0.0 0.0
C 3.744583 -1.231156 -3.293431 0.0 0.0 0.0
C 4.084360 -0.539917 -2.138977 0.0 0.0 0.0
C 3.305107 -0.668067 -0.999919 0.0 0.0 0.0
H 6.584598 -2.067270 6.373893 0.0 0.0 0.0
H 7.249613 -2.961938 4.996625 0.0 0.0 0.0
H 5.748911 -3.516680 5.789885 0.0 0.0 0.0
H 4.682618 -3.653422 3.404668 0.0 0.0 0.0
H 6.046731 -2.926149 2.548348 0.0 0.0 0.0
H 4.106132 -2.653674 1.110767 0.0 0.0 0.0
H 4.514606 -1.075163 1.768459 0.0 0.0 0.0
H 2.807166 -1.462352 3.602766 0.0 0.0 0.0
H 2.294945 -2.927334 2.779334 0.0 0.0 0.0
H -1.819431 -1.265752 2.895663 0.0 0.0 0.0
H -2.832280 -2.280212 4.898115 0.0 0.0 0.0
H -1.637871 -2.204743 7.057689 0.0 0.0 0.0
H 0.563097 -1.103206 7.229853 0.0 0.0 0.0
H 1.585640 -0.060315 5.245753 0.0 0.0 0.0
H 3.482581 0.923067 1.904252 0.0 0.0 0.0
H 4.671610 3.000505 2.514328 0.0 0.0 0.0
H 3.537959 4.714871 3.877134 0.0 0.0 0.0
H 1.219442 4.361972 4.653014 0.0 0.0 0.0
H 0.027569 2.280915 4.077071 0.0 0.0 0.0
H 2.492170 -4.014279 -0.135550 0.0 0.0 0.0
H 1.954991 -6.374256 0.258362 0.0 0.0 0.0
H -0.274816 -7.017808 1.112237 0.0 0.0 0.0
H -1.963800 -5.280290 1.597908 0.0 0.0 0.0
H -1.437371 -2.915421 1.247380 0.0 0.0 0.0
H 0.993331 -2.865907 -2.188302 0.0 0.0 0.0
H 2.372031 -2.600755 -4.216170 0.0 0.0 0.0
H 4.354166 -1.126157 -4.180906 0.0 0.0 0.0
H 4.951223 0.106628 -2.129880 0.0 0.0 0.0
H 3.551050 -0.110584 -0.106899 0.0 0.0 0.0

# 3
15
Properties=species:S:1:pos:R:3:forces:R:3 method="wB97M-V/def2-TZVPD" total_energy_ha=-345.58662 smiles="O=C[C@@H]1CCOC1" gap_ev=10.15 e_homo_ev=-9.39 charge=0 lumo_ev=0.76
O 1.985185 0.362688 1.378865 0.8 -1.6 0.2
C 1.299353 -0.589576 1.182140 -2.1 -1.1 -0.9
C -0.289646 -0.356583 0.777392 7.4 7.1 -7.4
C -0.397546 -0.799101 -0.626277 -3.7 -4.5 -3.3
C 0.066737 0.365059 -1.512824 -0.2 0.2 -3.2
O -0.200326 1.511578 -0.778913 -1.1 0.7 3.7
C -0.575469 1.179362 0.701229 4.9 0.3 -0.4
H 1.484974 -1.904280 1.227564 0.3 3.5 0.0
H -0.606234 -0.821144 1.477405 -5.5 -5.9 8.4
H -1.569794 -1.174667 -1.130817 2.5 2.0 2.1
H -0.158318 -1.928321 -0.835320 1.2 2.2 0.5
H -0.761967 0.468948 -2.484403 2.9 -0.6 2.2
H 1.254646 0.420230 -1.895853 -3.2 -0.5 1.0
H -0.007949 1.963531 1.477958 -0.7 -2.4 -2.4
H -1.523645 1.302278 1.041854 -3.5 0.8 -0.5

# 4
16
Properties=species:S:1:pos:R:3:forces:R:3 method="wB97M-V/def2-TZVPD" total_energy_ha=-810.54538 gap_ev=9.11 e_homo_ev=-13.77 charge=+1 lumo_ev=-4.66
C 0.319789 -0.420074 0.045194 -0.9 0.8 0.3
C 0.617087 1.612652 -0.911493 -0.4 -0.9 -0.8
C -0.108116 -1.874957 0.096783 1.8 0.8 -0.8
N -1.073044 0.303108 0.858231 1.8 2.8 -2.6
N 1.548492 0.011750 0.690352 -1.7 0.1 -0.1
N 0.179750 0.384946 -1.169951 1.8 -0.8 0.0
N -1.215015 1.480600 0.403050 -2.2 0.6 1.0
O -1.709281 -0.381310 1.570675 -1.6 -0.8 1.8
S 1.709196 1.762854 0.411087 0.1 -2.1 -0.7
H 0.424001 2.415925 -1.617875 0.0 0.0 0.3
H -0.240736 -2.349901 -0.851023 -0.1 0.1 -0.9
H -0.988366 -1.975241 0.671174 -0.7 -0.1 0.6
H 0.685843 -2.404100 0.558293 0.7 -0.7 0.7
H 2.340068 -0.650821 0.623882 -0.4 1.0 -0.2
H -0.371889 0.048393 -1.979579 0.4 0.8 0.8
H -2.117779 2.036176 0.601199 1.5 -1.7 0.5

# 5
20
Properties=species:S:1:pos:R:3:forces:R:3 method="wB97M-V/def2-TZVPD" total_energy_ha=-324.34992 gap_ev=8.32 e_homo_ev=-7.27 charge=0 lumo_ev=1.06
C 0.022007 0.347743 -0.455885 4.4 0.0 -2.2
C 0.466301 -0.961763 0.011881 -4.7 -2.0 3.4
C 1.623951 0.380444 -1.522821 -2.1 1.7 0.7
C 0.055657 1.463222 0.555616 -0.1 -0.1 0.1
N -0.867729 -1.625661 0.949534 1.9 0.3 -1.3
N -1.112418 0.355604 -1.267407 -0.8 -0.1 -0.2
N -0.955944 -0.974491 2.234413 0.2 0.0 0.2
H -1.724636 -1.405921 0.439061 0.5 0.1 0.0
H -1.411890 1.265165 -1.585634 0.2 -0.1 -0.1
H -1.127879 -0.338283 -2.002175 0.0 0.1 0.0
H -1.916194 -0.696812 2.438202 0.2 -0.1 -0.2
H -0.706245 -1.675681 2.926535 -0.2 0.1 -0.1
H 0.564630 -1.751960 -0.723680 0.2 0.2 -0.1
H 1.225173 -0.929275 0.781350 0.3 0.0 -0.3
H 1.069200 1.611501 0.921797 0.0 0.0 0.0
H 1.663405 1.440252 -1.770546 0.2 0.1 -0.3
H 1.432429 -0.205061 -2.420569 -0.1 -0.1 0.1
H 2.569483 0.121924 -1.052245 -0.2 -0.3 0.3
H -0.562182 1.179709 1.412071 0.0 0.2 -0.1
H -0.307122 2.399344 0.130500 0.0 0.0 -0.1